The following is a quantum chemistry calculation of a molecular structure, C8H22AlN2O2 at a distorted geometry, from the OMol25 dataset.

Calculated values
ΔE to the lowest compared entry with this formula, charge and spin ... 20.9 kcal per mole
F_max ... 0.0588 Eh/bohr
E_tot ... -22290.20929 eV
Charge ... +3

Positions of all 35 atoms, in Å:
Al  0.44865  0.93104  -1.27557
O  2.22865  -1.29552  -1.40018
O  -1.68188  1.20626  0.50010
N  0.51304  2.55348  0.18936
N  -0.37588  -1.70494  -0.61520
C  -2.81687  0.34530  0.66043
C  1.90230  -2.48690  -0.71311
C  3.35794  -1.41874  -2.29628
C  -1.36437  2.02960  1.57920
C  0.73352  -2.21479  0.19208
C  -1.50643  4.06436  -0.02352
C  -0.65369  3.17172  0.88125
C  0.21209  -3.50649  0.87527
H  -0.57464  -2.45287  -1.30696
H  -2.20974  4.51658  0.67742
H  0.42643  -4.36266  0.22238
H  1.55068  -3.14602  -1.52447
H  -0.29880  3.85959  1.68125
H  -2.07708  3.48106  -0.74463
H  -3.79219  0.83812  0.69880
H  -0.86241  -3.57501  1.06340
H  2.78907  -2.89774  -0.23564
H  0.97138  -1.51350  0.99632
H  -0.71519  1.44928  2.24661
H  -2.84460  -0.28231  -0.22981
H  -1.28411  -1.60053  -0.14531
H  2.93299  -1.56874  -3.30488
H  1.20056  3.27909  -0.07499
H  -2.72892  -0.28195  1.55924
H  1.09487  1.91903  0.74898
H  -2.20690  2.38685  2.17738
H  3.94849  -0.51067  -2.27304
H  0.69626  -3.71916  1.83310
H  3.90705  -2.34501  -2.13188
H  -0.92027  4.85220  -0.48708

Atomic partial charges in e from the natural (NBO) method, atoms 1 to 2:
1 Al 1.7598
2 O -0.5290